No. 1
Entry from the OMol25 dataset: 9 unconnected molecules or ions with the total composition C10H38O14 (ωB97M-V/def2-TZVPD).

Cartesian coordinates (Å):
O1 -1.51 -0.61 2.92
H1 -1.64 0.43 2.92
H2 -2.38 -0.98 2.85
O2 1.26 -0.32 3.14
H3 0.33 -0.61 2.99
H4 1.70 -0.21 2.30
O3 1.01 2.55 -2.87
H5 1.05 1.79 -2.22
H6 1.77 3.09 -2.63
O4 2.45 0.81 -5.32
H7 1.97 1.25 -4.57
H8 2.86 1.61 -5.56
C1 1.01 -2.05 -4.49
C2 -0.12 -1.19 -4.95
O5 -0.84 -0.80 -3.76
O6 2.03 -1.39 -3.71
H9 1.47 -2.58 -5.34
H10 0.58 -2.74 -3.78
H11 -0.80 -1.79 -5.53
H12 0.28 -0.32 -5.47
H13 -1.09 0.08 -3.85
H14 2.56 -0.80 -4.34
C3 -0.27 3.19 3.54
C4 -1.69 3.67 3.23
O7 -2.24 2.93 2.06
O8 -0.45 1.84 3.91
H15 0.24 3.82 4.34
H16 0.29 3.18 2.62
H17 -1.80 4.72 3.27
H18 -2.30 3.36 4.08
H19 -2.48 2.12 2.46
H20 0.39 1.36 3.75
C5 -2.72 1.78 -2.69
C6 -3.05 2.91 -1.66
O9 -3.69 2.40 -0.53
O10 -1.77 2.24 -3.64
H21 -3.64 1.52 -3.26
H22 -2.42 0.90 -2.07
H23 -3.85 3.46 -2.05
H24 -2.22 3.51 -1.49
H25 -3.12 2.60 0.22
H26 -0.94 2.48 -3.21
C7 0.90 -4.56 4.70
C8 1.81 -3.74 3.76
O11 2.49 -2.60 4.44
O12 0.17 -5.57 3.97
H27 0.23 -3.91 5.27
H28 1.60 -4.95 5.46
H29 1.29 -3.30 2.96
H30 2.50 -4.49 3.45
H31 2.20 -1.78 4.06
H32 -0.57 -5.78 4.54
C9 0.35 -0.57 -0.75
C10 1.19 -1.38 0.19
O13 2.27 -0.71 0.83
O14 1.25 0.14 -1.62
H33 -0.21 0.13 -0.15
H34 -0.24 -1.27 -1.27
H35 1.57 -2.27 -0.28
H36 0.57 -1.76 1.06
H37 2.89 -0.44 0.14
H38 1.51 -0.40 -2.39

Computed properties:
* SMILES: OCCO.OCCO.OCCO.OCCO.OCCO.O.O.O.O
* highest occupied orbital energy: -9.5 eV
* max |F|: 3.3 eV/A
* relative energy (zero: lowest compared OMol25 entry of this formula, charge and spin): 1.099 eV
* calculated total energy: -1457.057990 hartree

Let us look at the Mulliken charges, expressed in e, one per atom: -0.683, 0.312, 0.280, -0.827, 0.400, 0.441, -0.739, 0.419, 0.276, -0.660, 0.289, 0.308, -0.722, -0.294, -0.434, -0.559, 0.392, 0.357, 0.360, 0.312, 0.212, 0.349, -0.231, -0.705, -0.486, -0.504, 0.305, 0.243, 0.495, 0.302, 0.166, 0.330, -0.044, -0.607, -0.504, -0.550, 0.322, 0.137, 0.219, 0.488, 0.365, 0.313, -0.421, 0.062, -0.574, -0.519, 0.304, 0.243, -0.064, 0.302, 0.460, 0.317, -0.033, -0.700, -0.569, -0.532, 0.292, 0.283, 0.387, 0.188, 0.310, 0.426

***

No. 2
Entry from the OMol25 dataset: a molecular structure, C10H3AuCl3N3O3 (ωB97M-V/def2-TZVPD).

Cartesian coordinates (Å):
Au1 -0.94 1.03 -1.28
Cl1 3.78 -0.52 4.00
C1 2.90 -0.08 2.58
C2 3.62 0.22 1.40
C3 2.96 0.57 0.26
Cl2 3.85 0.95 -1.17
C4 1.54 0.63 0.20
O1 1.02 0.95 -0.94
C5 0.84 0.32 1.39
C6 -0.57 0.36 1.51
O2 -1.43 0.64 0.65
C7 1.55 -0.04 2.58
H1 4.70 0.19 1.41
H2 -0.98 0.12 2.50
H3 0.99 -0.27 3.47
O3 -2.87 1.32 -1.64
N1 -3.71 0.44 -2.09
C8 -3.44 -0.82 -2.21
C9 -2.21 -1.46 -1.83
N2 -1.25 -1.99 -1.48
C10 -4.49 -1.65 -2.72
N3 -5.33 -2.32 -3.13
Cl3 -0.51 1.43 -3.45

Computed properties:
* highest occupied orbital energy: -9.5 eV
* max |F|: 0.1 eV/A
* calculated total energy: -2288.999549 hartree

Let us look at the Mulliken charges, expressed in e, one per atom: 0.690, -0.207, 0.183, -0.526, 0.215, -0.166, 0.713, -0.703, 0.435, 0.237, -0.561, -0.951, 0.443, 0.422, 0.370, -0.434, -0.002, 0.876, 0.297, -0.408, -0.183, -0.388, -0.353

***

No. 3
Entry from the OMol25 dataset: a molecular structure, C10H40Ag2O14P (ωB97M-V/def2-TZVPD).

Cartesian coordinates (Å):
Ag1 1.20 -2.30 -1.78
Ag2 -0.99 1.08 -2.60
P1 -0.05 -0.26 -0.34
O1 0.92 0.31 0.72
O2 0.55 -0.25 -1.79
O3 -1.41 0.46 -0.64
O4 -0.21 -1.82 -0.22
C1 -0.83 2.83 2.12
O5 0.29 2.72 1.33
H1 -0.51 2.73 3.16
H2 -1.24 3.84 2.03
H3 -1.61 2.12 1.86
H4 0.45 1.79 1.16
C2 3.42 -2.02 1.33
O6 2.43 -1.85 0.34
H5 3.49 -3.04 1.69
H6 4.38 -1.66 0.98
H7 3.11 -1.36 2.15
H8 1.78 -1.19 0.61
C3 -0.99 -5.29 -2.05
O7 -0.53 -4.05 -1.73
H9 -0.49 -5.74 -2.91
H10 -1.10 -5.97 -1.20
H11 -2.02 -5.20 -2.41
H12 -1.18 -3.76 -1.08
C4 -0.59 4.35 -1.65
O8 -0.43 2.94 -1.35
H13 -1.56 4.60 -1.23
H14 0.21 4.92 -1.18
H15 -0.63 4.56 -2.72
H16 -0.16 2.83 -0.43
C5 3.39 2.11 -0.42
O9 3.25 1.43 0.82
H17 2.61 2.80 -0.76
H18 4.29 2.71 -0.36
H19 3.49 1.38 -1.22
H20 2.38 1.04 0.72
C6 -3.69 -2.06 -0.86
O10 -2.59 -2.71 -0.32
H21 -4.23 -2.57 -1.66
H22 -4.35 -1.75 -0.06
H23 -3.30 -1.18 -1.38
H24 -1.80 -2.17 -0.29
C7 -3.99 2.26 0.20
O11 -3.88 0.92 0.63
H25 -4.40 2.24 -0.81
H26 -4.65 2.79 0.89
H27 -2.99 2.67 0.06
H28 -3.05 0.59 0.28
C8 1.61 1.84 -4.18
O12 0.34 2.41 -4.09
H29 2.19 2.35 -4.96
H30 2.10 1.98 -3.21
H31 1.53 0.78 -4.42
H32 0.44 3.31 -4.40
C9 1.59 0.27 4.03
O13 0.45 -0.20 3.30
H33 1.32 1.03 4.77
H34 2.10 -0.54 4.56
H35 2.37 0.73 3.42
H36 0.56 -0.11 2.36
C10 0.28 -3.52 2.83
O14 -0.13 -3.80 1.57
H37 1.36 -3.66 2.99
H38 0.09 -2.51 3.18
H39 -0.23 -4.27 3.43
H40 -0.18 -2.93 1.15

Computed properties:
* highest occupied orbital energy (spin up / spin down): -12.0 / -12.0 eV
* max |F|: 3.2 eV/A
* relative energy (zero: lowest compared OMol25 entry of this formula, charge and spin): 1.604 eV
* 2S+1: 3
* calculated total energy: -2093.186051 hartree
* charge: +1

Let us look at the Mulliken charges, expressed in e, one per atom: 0.493, 0.326, 1.921, -0.537, -1.022, -0.695, -0.006, -0.615, -0.640, 0.284, 0.293, 0.226, 0.436, -0.668, -0.338, 0.289, 0.294, 0.122, 0.435, -0.804, -0.200, 0.279, 0.272, 0.287, 0.274, -0.946, 0.335, 0.279, 0.310, 0.267, 0.153, -0.577, -0.619, 0.049, 0.387, 0.233, 0.256, -0.520, -0.690, 0.295, 0.261, 0.051, 0.379, -0.275, -0.554, 0.235, 0.293, -0.101, 0.276, -0.542, -0.461, 0.414, 0.117, 0.187, 0.312, -0.782, -0.594, 0.291, 0.305, 0.260, 0.224, -0.320, -0.097, 0.290, 0.210, 0.368, 0.337